(1)
ORCA calculation (ωB97M-V/def2-TZVPD) on a molecular structure, C20H41ClF6N5O9P3S2.

Each line ends with the Mulliken charge.
Atoms and positions in Å:
C: 3.12437 2.78079 -2.91966  -1.31
C: 1.93998 1.78816 -2.53956  0.04
C: 2.05590 0.75630 -1.33039  -0.54
C: 3.60015 0.40117 -1.14620  -1.90
C: 1.19236 1.05143 0.05000  0.18
P: 2.30123 2.66940 0.18079  0.36
O: 3.53671 2.21945 1.37047  -0.53
Cl: 1.64107 4.40268 1.12987  -0.25
N: 1.42442 0.10142 1.19943  0.62
S: 1.13616 0.80164 2.80924  1.45
C: 2.64571 0.64949 3.92826  -0.99
O: -0.02949 0.32435 3.62484  -0.59
O: 0.75926 2.24540 2.85909  -0.56
C: 0.96062 -1.34907 1.05042  -0.04
P: 1.77875 -2.29295 -0.42792  0.04
N: 2.02380 -4.00744 -0.18967  -0.39
O: 0.66770 -2.40277 -1.77533  -0.53
C: 1.37592 -2.32679 2.24346  0.64
F: 0.89710 -2.13166 3.56114  -0.28
F: 0.67175 -3.58303 2.11001  -0.28
C: 2.91574 -2.64367 2.52004  0.43
F: 3.22129 -4.02469 2.44646  -0.25
F: 3.27402 -2.37961 3.87944  -0.25
F: 3.88363 -1.96716 1.79349  -0.13
C: -0.66533 -1.16787 0.95177  -1.25
C: -1.45015 -2.44457 0.32347  -0.33
C: -2.42569 -3.21501 1.34708  0.62
C: -3.89070 -3.33948 0.67318  -1.43
F: -2.03040 -4.61388 1.51328  -0.45
N: -1.19329 0.15520 0.67303  1.21
C: -2.28645 0.71710 1.44370  -1.26
C: -3.20181 -0.18490 2.38902  0.04
C: -4.10564 0.86989 3.24656  -0.61
S: -3.63702 0.72687 5.04624  -0.26
C: -0.39578 1.13275 -0.15493  1.70
C: -0.92318 0.66217 -1.64492  -2.34
N: -2.27893 0.06637 -1.69361  0.04
C: -2.22012 -0.78930 -2.95079  -0.69
P: -1.15825 2.89545 -0.19656  0.43
N: -2.62680 2.96144 -0.87592  -0.97
O: -0.32913 3.98381 -1.21790  -0.59
O: -1.37767 3.67672 1.27551  -0.52
H: 2.95105 3.13578 -4.00108  0.43
H: 3.09051 3.75620 -2.30899  0.27
H: 4.17457 2.36991 -2.89609  0.30
H: 0.96952 2.36994 -2.61553  -0.36
H: 1.89125 1.18443 -3.53239  0.40
H: 1.67211 -0.17508 -1.85211  0.18
H: 3.91802 -0.11953 -2.12474  0.44
H: 4.33152 1.24932 -1.02134  0.45
H: 3.83710 -0.36907 -0.33545  0.08
H: 4.38809 2.55468 1.01138  0.30
H: 2.47090 -0.02777 1.24442  1.19
H: 3.01475 1.70548 4.15556  0.38
H: 3.46128 0.07892 3.36662  0.24
H: 2.34129 0.17375 4.90924  0.39
H: 2.73802 -4.31883 -0.85717  0.36
H: 1.16588 -4.55422 -0.34520  0.31
H: 1.19870 -2.70215 -2.55277  0.29
H: -0.90134 -1.40473 2.06713  0.40
H: -2.05433 -2.23089 -0.59705  0.37
H: -0.73472 -3.30782 0.05679  -0.17
H: -2.44809 -2.80403 2.39611  0.30
H: -4.55932 -3.93542 1.37469  0.37
H: -4.31803 -2.34136 0.35370  0.31
H: -3.75137 -3.94551 -0.29406  0.36
H: -1.85105 1.47376 2.19871  0.31
H: -3.10784 1.19225 0.78988  0.44
H: -2.64183 -0.78304 3.17268  0.27
H: -3.94277 -0.77717 1.77035  -0.27
H: -5.20066 0.60746 3.13740  0.44
H: -3.88311 1.95225 2.93520  0.30
H: -2.69713 1.69979 5.34732  0.11
H: -0.93736 1.53845 -2.38452  0.62
H: -0.29339 -0.14192 -2.12099  0.50
H: -3.02240 0.72350 -1.94346  0.43
H: -1.69694 -1.77869 -2.75410  0.08
H: -1.67835 -0.18630 -3.77915  0.36
H: -3.28424 -1.01441 -3.29809  0.34
H: -2.62456 3.60065 -1.67708  0.26
H: -0.54930 3.84566 -2.16062  0.46
H: -1.22326 4.63765 1.13449  0.38
C: -0.01174 0.69144 -6.16405  0.71
O: 0.63285 1.72331 -6.49599  -0.78
O: -0.98279 0.38637 -7.07376  -0.52
O: 0.10277 -0.05663 -5.17054  -0.64
H: -0.75612 1.14797 -7.64131  0.30

Results
Frontier orbital gap (eV): 5.00
HOMO level (eV): -7.1296

(2)
ORCA calculation (ωB97M-V/def2-TZVPD) on a gas-phase ion, C4H6F4N (charge +1).

Each line ends with the Mulliken charge.
Atoms and positions in Å:
F: -2.04559 -0.23882 1.18728  -0.17
C: -1.15145 -0.39615 0.33186  0.72
F: -1.85265 -0.93276 -0.97505  -0.33
C: 0.10998 -1.23175 0.54248  -0.61
C: 1.25645 -0.20442 0.19848  -0.74
C: 0.63112 0.72585 -0.83334  -0.49
N: -0.66504 0.93294 -0.15732  0.62
F: -1.62243 1.59810 -0.73061  -0.13
F: -0.44387 1.71141 0.93020  -0.15
H: 0.25050 -2.05276 -0.16302  0.40
H: 0.33365 -1.36343 1.60795  0.29
H: 1.61835 0.21408 1.07946  0.37
H: 2.05241 -0.78684 -0.22217  0.43
H: 1.17055 1.59334 -1.02500  0.40
H: 0.35802 0.43121 -1.77122  0.39

Results
Energy relative to the best compared isomer or geometry (same formula, charge and spin) (eV): 2.942
Total charge: +1
Frontier orbital gap (eV): 13.34
Structure (SMILES): FC1(F)CCC[N+]1(F)F
HOMO level (eV): -17.7741

(3)
ORCA calculation (ωB97M-V/def2-TZVPD) on a molecular structure, C6H3EuO5.

Each line ends with the Mulliken charge.
Atoms and positions in Å:
C: -1.29970 0.67873 -0.63855  0.01
C: -0.32938 1.30822 0.04893  0.10
O: 0.63148 3.43825 0.57057  -0.27
C: -0.11048 2.75020 -0.04409  -0.43
O: -1.28614 -0.68092 -0.49988  -0.46
H: -2.11174 1.10323 -1.22810  0.46
Eu: -2.89488 -2.37156 -1.65504  1.91
O: 0.73635 -1.85709 -0.05240  -0.36
C: 1.89875 -1.17507 -0.29273  0.59
C: -0.20325 -1.03486 0.51632  0.06
O: 2.84447 -1.64989 -0.82865  -0.41
O: 1.79037 0.06959 0.17317  -0.28
C: 0.51244 0.28642 0.76269  0.23
H: -0.72286 -1.51670 1.34917  0.50
H: 0.54458 0.65144 1.81860  0.37

Results
Expectation value of S²: 20.012
Spin multiplicity: 9
Total charge: +2
Frontier orbital gap (spin up / spin down) (eV): 3.64 / 6.90
HOMO level (spin up / spin down) (eV): -14.2065 / -17.2304

Calculated total energy readings, ordered: -4617.01032 -609.75388 -1316.21031 Ha